Entry 1:
The following is a quantum chemistry calculation of a structure of composition C37H36IrN2O2S2Sb in a non-equilibrium geometry, from the OMol25 dataset.

The geometry in XYZ format:
```
81
Properties=species:S:1:pos:R:3
Ir 0.48508 0.64470 1.43957
C 1.91654 3.91020 0.96791
C 1.72527 2.72974 1.85184
C 0.67279 2.68257 2.82458
C 0.50241 1.59003 3.63817
C -0.60334 1.53550 4.64072
C 1.43524 0.51371 3.57431
C 2.46345 0.50836 2.60661
C 3.51341 -0.55664 2.56426
C 2.50024 1.58340 1.68600
H 2.80630 4.45949 1.28858
H 1.06474 4.58602 1.00709
H 2.08202 3.59939 -0.06187
H -0.01850 3.51221 2.91360
H -0.29053 2.06517 5.54483
H -0.83757 0.50963 4.91769
H -1.50230 2.02499 4.26857
H 1.37365 -0.32333 4.25745
H 4.35951 -0.23967 3.17890
H 3.87636 -0.72414 1.55147
H 3.13809 -1.49636 2.96195
H 3.29956 1.58952 0.95426
O -0.92301 3.74874 -1.82143
C -2.25729 3.43920 -1.76232
C -3.10257 4.13682 -2.62653
C -4.45116 3.87026 -2.63100
C -4.99866 2.90814 -1.78729
C -4.17458 2.21544 -0.93147
C -2.79542 2.47043 -0.89722
C -1.91870 1.71323 0.02515
O -0.56352 1.96517 0.09553
N -2.43810 0.83658 0.69777
N -1.47538 0.05443 1.39220
C -1.93344 -1.00610 1.88591
S -0.91926 -2.05369 2.84056
C -2.30905 -3.09601 3.39696
C -3.33150 -3.15289 2.27542
S -3.56769 -1.47064 1.60724
H -0.44042 3.19176 -1.20623
H -2.66652 4.88037 -3.28064
H -5.09798 4.41821 -3.30387
H -6.06234 2.71640 -1.80460
H -4.57409 1.46682 -0.26173
H -2.72843 -2.65418 4.29786
H -1.90987 -4.08139 3.63149
H -4.29771 -3.50393 2.63341
H -2.99706 -3.78749 1.45628
C 3.91177 -4.65829 -0.15332
C 3.93663 -3.92944 -1.33547
C 3.13358 -2.80753 -1.48071
C 2.30885 -2.41791 -0.43053
C 2.28485 -3.14671 0.75869
C 3.08606 -4.26974 0.89459
Sb 1.01659 -0.78250 -0.63933
C -0.78291 -1.61782 -1.32159
C -1.71421 -0.82955 -1.99051
C -2.91965 -1.37901 -2.39454
C -3.19008 -2.71739 -2.14464
C -2.25229 -3.51104 -1.49451
C -1.04935 -2.96342 -1.07833
C 1.72865 0.33208 -2.26490
C 2.50655 1.47015 -2.07382
C 2.99615 2.16889 -3.16638
C 2.70429 1.73386 -4.45186
C 1.92221 0.60259 -4.64533
C 1.43121 -0.09947 -3.55361
H 4.53957 -5.53316 -0.04835
H 4.58369 -4.23451 -2.14678
H 3.16302 -2.24013 -2.40399
H 1.64337 -2.83687 1.57550
H 3.07229 -4.84119 1.81350
H -1.49932 0.20646 -2.22742
H -3.63963 -0.76721 -2.92166
H -4.12463 -3.14922 -2.47791
H -2.44750 -4.56408 -1.33714
H -0.30939 -3.59257 -0.59600
H 2.73480 1.82405 -1.07607
H 3.60377 3.05239 -3.01865
H 3.08578 2.27820 -5.30528
H 1.69231 0.26622 -5.64728
H 0.81429 -0.97630 -3.71428
```

Values from the calculation:
Relative energy (zero: lowest compared OMol25 entry of this formula, charge and spin): 20.1 kcal per mole
2S+1: 1
Frontier orbital gap: 5.7873 eV
Total charge: +2
HOMO energy: -12.9 eV



Entry 2:
The following is a quantum chemistry calculation of a cluster of 2 separate species, C18H18F2NO5S in total in a non-equilibrium geometry, from the OMol25 dataset.

The geometry in XYZ format:
```
45
Properties=species:S:1:pos:R:3
C -1.22317 -3.90213 5.87199
C -1.25824 -4.07381 4.36164
O -0.98012 -2.80255 3.72751
C -0.88038 -2.77243 2.35596
C -0.01627 -1.61954 1.99677
C 0.62186 -1.60637 0.69535
O 0.46986 -2.45556 -0.17053
C 1.54689 -0.42141 0.41840
C 2.31995 0.02316 1.64486
C 1.42769 0.34552 2.83511
C 0.42365 -0.79596 3.13195
O -1.39886 -3.58799 1.61908
H -1.72369 -4.72747 6.38781
H -0.17783 -3.90576 6.20304
H -1.70213 -2.96835 6.18190
H -0.49741 -4.80940 4.05786
H -2.23126 -4.45165 4.01723
H 2.25450 -0.72423 -0.35874
H 0.92614 0.37235 -0.02584
H 2.97711 -0.80169 1.95664
H 2.98572 0.86016 1.40395
H 2.09354 0.47670 3.70164
H 0.86519 1.28461 2.73750
H -0.48627 -0.43770 3.66125
H 0.96850 -1.46279 3.83117
F -5.41234 1.69205 -4.05714
C -4.09524 1.30191 -3.93395
F -3.39653 1.66935 -5.06392
S -3.38407 2.07835 -2.42379
N -1.72169 2.29186 -2.84252
C -1.23219 3.28304 -3.75133
O -1.89642 4.10375 -4.36026
C 0.23925 3.05703 -3.76828
C 0.56278 2.05103 -2.86743
C 1.87787 1.61750 -2.73710
C 2.85441 2.18205 -3.57963
C 2.51048 3.16261 -4.52899
C 1.18541 3.63339 -4.60512
C -0.70049 1.47917 -2.31591
O -0.84867 0.49415 -1.61519
H -4.03559 0.20982 -3.77303
H 2.12334 0.86135 -1.99506
H 3.88967 1.83637 -3.50964
H 3.28149 3.53998 -5.21213
H 0.89359 4.41951 -5.30309
```

Values from the calculation:
2S+1: 1
Frontier orbital gap: 4.0577 eV
Total charge: -1
HOMO energy: -2.7 eV



Entry 3:
The following is a quantum chemistry calculation of the molecule C3H8O2S2 in a non-equilibrium geometry, from the OMol25 dataset.

The geometry in XYZ format:
```
15
Properties=species:S:1:pos:R:3
C 1.36281 1.38594 0.88250
C -2.12013 -1.20109 -0.27865
C 1.94355 -0.88156 -0.49172
O -0.39238 0.68010 -1.35496
O -1.92751 1.34278 0.48801
S 1.42262 0.59496 -0.89727
S -1.97059 0.60355 -0.78055
H 0.40878 1.81480 1.06950
H 2.09307 2.28275 0.70058
H 1.72700 0.75192 1.63438
H -2.95028 -1.68427 -0.85057
H -2.54467 -1.31316 0.76130
H -1.21162 -1.76663 -0.18614
H 2.10684 -1.61905 -1.22741
H 2.05252 -0.99104 0.53099
```

Values from the calculation:
Relative energy (zero: lowest compared OMol25 entry of this formula, charge and spin): 108.2 kcal per mole
2S+1: 1
Frontier orbital gap: 8.6608 eV
Total charge: 0
HOMO energy: -8.4 eV



Entry 4:
The following is a quantum chemistry calculation of the molecule C3H7FN2S in a non-equilibrium geometry, from the OMol25 dataset.

The geometry in XYZ format:
```
14
Properties=species:S:1:pos:R:3
H -2.24355 0.01465 -0.45914
N -2.24625 0.92308 -0.03833
C -1.08584 1.26463 0.33424
N -0.88284 2.52968 0.81597
S 0.34790 0.16008 0.61625
C -0.06550 -1.19230 -0.49599
C 1.10921 -2.13900 -0.60755
F 2.17155 -1.38459 -1.06838
H 0.01275 2.90127 1.03699
H -1.74841 3.08401 0.94412
H -0.28186 -0.76899 -1.47605
H -0.98405 -1.67454 -0.11207
H 1.37355 -2.52828 0.38948
H 0.91767 -2.89725 -1.39552
```

Values from the calculation:
Relative energy (zero: lowest compared OMol25 entry of this formula, charge and spin): 0.9 kcal per mole
2S+1: 1
SMILES: [H]/N=C(/N)SCCF
Frontier orbital gap: 9.8469 eV
Total charge: 0
HOMO energy: -9.0 eV



Entry 5:
The following is a quantum chemistry calculation of a structure of composition C36H60As3N2O11S4SbSi3Tc in a non-equilibrium geometry, from the OMol25 dataset.

The geometry in XYZ format:
```
121
Properties=species:S:1:pos:R:3
Tc 0.66987 0.31875 -0.09115
C 1.37730 7.58327 2.41044
O 1.18598 6.53500 1.43941
C 1.00524 5.29843 1.85593
C 0.97616 4.91068 3.20793
C 0.80361 3.58570 3.52241
C 0.68685 2.59420 2.53317
C 0.58022 1.20464 2.86939
C 0.42883 0.75824 4.28461
O 0.61164 0.30477 1.98635
C 0.69258 3.02244 1.19204
O 0.56727 2.12464 0.17559
C 0.82964 4.33768 0.85132
H 1.56334 8.48229 1.83630
H 2.23740 7.37002 3.04430
H 0.47975 7.71429 3.01380
H 1.07957 5.64211 3.99606
H 0.77122 3.29750 4.56530
H 1.24586 1.12627 4.90388
H 0.39935 -0.32807 4.31722
H -0.51119 1.14699 4.68183
H 0.81872 4.64185 -0.18911
S -0.63488 -3.64866 2.66056
Sb -1.66958 -5.78419 1.70520
S -1.16498 -2.12512 1.45025
S 0.34026 -1.92526 0.14015
S -2.19257 -5.10889 -0.30248
C 3.36835 3.00626 -1.96301
Si 4.27258 1.99066 -0.71347
C 6.01571 1.65556 -1.20327
C 4.21975 2.81822 0.94670
As 3.04907 -0.12607 -0.15930
Si 3.73627 -2.01147 -1.75009
C 5.44452 -1.54324 -2.23944
C 3.63242 -3.46382 -0.61690
C 2.49900 -2.10621 -3.11305
Si 4.01337 -0.86443 1.95740
C 3.23034 -2.47063 2.47447
C 3.79065 0.39590 3.30098
C 5.80290 -1.03070 1.50892
H 3.73688 4.03432 -1.86748
H 2.28910 3.01938 -1.79399
H 3.56275 2.68844 -2.98856
H 6.57145 2.58394 -1.02534
H 6.11741 1.40690 -2.26142
H 6.48862 0.87305 -0.61170
H 4.37372 3.89529 0.81492
H 5.00747 2.44010 1.60292
H 3.25481 2.68182 1.43640
H 5.92698 -0.93331 -1.48206
H 5.45987 -1.00022 -3.18713
H 6.03961 -2.45372 -2.36752
H 4.49322 -3.51417 0.05120
H 3.61469 -4.38354 -1.21296
H 2.72213 -3.44041 -0.01732
H 2.66129 -1.35390 -3.88233
H 1.47617 -2.02173 -2.73884
H 2.60217 -3.09168 -3.58454
H 2.23830 -2.61314 2.03861
H 3.11480 -2.47656 3.56260
H 3.84893 -3.32692 2.20231
H 3.02022 0.05165 3.99199
H 3.51811 1.38814 2.94818
H 4.72345 0.48537 3.86788
H 5.95444 -1.68533 0.64682
H 6.35906 -1.45334 2.35243
H 6.23786 -0.05401 1.28089
C -4.25612 0.13514 5.16819
O -4.41793 -0.01251 3.73746
C -3.41889 0.41023 2.98959
O -2.39188 0.88567 3.43281
C -3.56245 0.12521 1.52078
C -4.65713 -0.36150 0.91683
As -6.20073 0.79991 1.27956
C -7.63735 -0.18423 0.38874
C -5.36639 1.94445 -0.21336
C -4.12458 1.73559 -0.70715
As -2.44456 1.20154 0.30434
C -2.57674 2.89052 1.28800
C -3.55936 2.40237 -1.93629
O -2.38747 2.73316 -1.91551
O -4.16541 2.35103 -3.11550
C -5.55430 2.01694 -3.31032
C -5.92791 3.30801 -0.67984
O -5.15885 4.08078 -1.19057
O -7.16899 3.73225 -0.47767
C -8.27868 2.95607 -0.01073
C -4.56045 -0.92476 -0.48820
O -5.46354 -1.00087 -1.27311
O -3.32487 -1.39247 -0.78084
C -3.22721 -1.97940 -2.09472
H -5.18499 -0.21141 5.60473
H -4.07843 1.17605 5.42298
H -3.42180 -0.47183 5.51036
H -7.47426 -1.23261 0.63278
H -7.65358 -0.08104 -0.68949
H -8.58158 0.13378 0.82327
H -3.51340 2.90440 1.83811
H -2.58776 3.67731 0.53519
H -1.75119 3.03164 1.97833
H -5.63204 1.69303 -4.34138
H -6.16651 2.90265 -3.16796
H -5.86733 1.21091 -2.64938
H -9.11883 3.63958 -0.00432
H -8.11858 2.60923 1.00586
H -8.49136 2.13349 -0.68431
H -2.21295 -2.36075 -2.17591
H -3.43129 -1.23024 -2.86005
H -3.94302 -2.78853 -2.20625
C -1.60727 1.05614 -5.00981
N -0.52205 0.84542 -4.03770
C 0.82550 1.04314 -4.27812
C 1.46457 0.78218 -3.12175
N 0.52943 0.43421 -2.15703
C -0.66561 0.48459 -2.77278
H -1.18100 1.46515 -5.91990
H -2.32673 1.75822 -4.60044
H -2.09474 0.11127 -5.23829
H 1.19951 1.34280 -5.24446
H 2.51257 0.80647 -2.90450
H -1.61140 0.26967 -2.30926
```

Values from the calculation:
2S+1: 1
Frontier orbital gap (alpha / beta): 4.8409 / 4.8427 eV
Total charge: +3
HOMO energy (alpha / beta): -14.9 / -14.9 eV



Entry 6:
The following is a quantum chemistry calculation of a structure of composition C14H14CuN4O2S, from the OMol25 dataset.

The geometry in XYZ format:
```
36
Properties=species:S:1:pos:R:3
Cu 0.79353 -0.94902 -1.05261
N -2.25862 -2.21216 -3.72490
C -1.30923 -1.60314 -2.96509
S -0.02135 -2.61386 -2.36926
N -1.41490 -0.32429 -2.78693
N -0.46170 0.23668 -1.99263
C -0.47037 1.51108 -1.83689
C 0.44691 2.25790 -1.02302
C 0.24581 3.64844 -0.93682
C 1.06219 4.46173 -0.19317
C 2.13404 3.88383 0.49839
C 2.36245 2.53278 0.43583
C 1.53632 1.66366 -0.31809
O 1.82189 0.39624 -0.33099
H -2.06096 -3.13878 -4.05357
H -2.86001 -1.62540 -4.27776
H -1.24887 2.06482 -2.36232
H -0.58436 4.07950 -1.48648
H 0.88735 5.52761 -0.14112
H 2.79036 4.50969 1.09102
H 3.19362 2.07894 0.96134
O 1.76836 -2.71829 0.13270
C 1.38949 -2.78260 1.49363
C 0.13958 -1.99350 1.82317
C -0.36418 -1.99030 3.11945
C -1.49147 -1.23835 3.39257
C -2.08583 -0.51615 2.36617
C -1.51955 -0.58113 1.10729
N -0.43352 -1.30714 0.84416
H 1.22503 -3.33222 -0.37848
H 2.22128 -2.37179 2.06853
H 1.24632 -3.82065 1.80563
H 0.12961 -2.56862 3.89062
H -1.90350 -1.21353 4.39298
H -2.96566 0.08720 2.53924
H -1.94008 -0.03917 0.26743
```

Values from the calculation:
2S+1: 2
Expectation value of S²: 0.754
Frontier orbital gap (alpha / beta): 7.9496 / 7.0721 eV
Total charge: 0
HOMO energy (alpha / beta): -7.4 / -7.4 eV



Entry 7:
The following is a quantum chemistry calculation of the molecule C5H4N2, from the OMol25 dataset.

The geometry in XYZ format:
```
11
Properties=species:S:1:pos:R:3
C 2.46225 -0.60317 -1.20844
C 1.38319 -0.20913 -0.84431
C 0.11920 0.07995 -0.25653
C -0.75898 -0.81519 0.31532
C -1.69340 -0.01700 0.99429
N -1.45063 1.27990 0.81955
N -0.35253 1.31615 0.04891
H 3.41832 -0.97259 -1.50670
H -0.70304 -1.88775 0.22323
H -2.49982 -0.36288 1.63225
H 0.07545 2.19172 -0.21758
```

Values from the calculation:
Relative energy (zero: lowest compared OMol25 entry of this formula, charge and spin): 44.4 kcal per mole
2S+1: 1
SMILES: C#Cc1ccn[nH]1
Frontier orbital gap: 10.0104 eV
Total charge: 0
HOMO energy: -9.0 eV



Entry 8:
The following is a quantum chemistry calculation of a cluster of 3 separate species, C5H16NO in total in a non-equilibrium geometry, from the OMol25 dataset.

The geometry in XYZ format:
```
23
Properties=species:S:1:pos:R:3
C 0.53514 2.16799 -0.31009
C -0.82755 1.39267 -0.37289
C -0.95379 0.37594 0.63177
C -1.23795 -1.00708 0.33659
C -2.68579 -1.12967 -0.25646
N 2.97353 -0.95566 -1.17176
H 1.31726 1.44742 -0.51595
H 0.53256 2.95605 -1.05250
H -0.93296 0.99695 -1.37331
H -1.64958 2.10208 -0.19170
H -1.24358 0.71407 1.63415
H 1.00699 -0.43056 1.24142
H -1.15023 -1.63813 1.21970
H -0.55692 -1.29668 -0.46887
H -2.86033 -0.43088 -1.06709
H -2.85547 -2.14932 -0.58034
H -3.38893 -0.90531 0.54757
H 0.66550 2.59433 0.68227
H 2.88437 -0.16580 -0.54497
H 3.10242 -1.74846 -0.56198
H 1.78588 -1.07936 2.42556
H 3.80642 -0.78623 -1.71588
O 1.73302 -1.02435 1.46476
```

Values from the calculation:
Relative energy (zero: lowest compared OMol25 entry of this formula, charge and spin): 79.0 kcal per mole
2S+1: 1
Frontier orbital gap: 5.7904 eV
Total charge: +1
HOMO energy: -12.8 eV